Arrangement a

This record from the OMol25 dataset describes a molecular structure, C16H44N4O4. The level of theory is ωB97M-V with the def2-TZVPD basis set.

The geometry in XYZ format:
```
68
C16H44N4O4 | the OMol25 dataset | ωB97M-V with the def2-TZVPD basis set
C 0.83 -3.17 -2.71
C 0.63 -2.36 -4.00
C 1.21 -3.08 -5.28
O 2.62 -3.02 -5.32
C 3.21 -1.77 -5.83
N -0.84 -2.38 -4.19
H 0.62 -2.51 -1.87
H 1.87 -3.47 -2.62
H 0.17 -4.04 -2.60
H 1.08 -1.36 -3.96
H 0.58 -2.82 -6.13
H 1.08 -4.12 -4.99
H 2.81 -0.82 -5.49
H 3.17 -1.71 -6.92
H 4.27 -1.75 -5.59
H -1.02 -3.35 -4.42
H -1.20 -2.25 -3.26
C 1.97 1.81 7.07
C 2.11 2.81 5.96
C 2.75 2.22 4.64
O 2.00 1.28 3.92
C 2.77 0.54 3.04
N 0.86 3.43 5.62
H 1.29 2.12 7.87
H 2.97 1.73 7.49
H 1.65 0.79 6.83
H 2.76 3.58 6.37
H 3.72 1.82 4.96
H 3.11 3.00 3.97
H 3.29 -0.25 3.57
H 3.59 1.07 2.54
H 2.21 0.05 2.24
H 0.29 2.61 5.47
H 1.12 3.82 4.73
C 1.01 -0.03 -1.76
C -0.26 -0.51 -1.14
C -0.63 0.16 0.23
O 0.20 -0.45 1.22
C 0.24 0.37 2.39
N -1.27 -0.12 -2.04
H 1.03 1.05 -1.94
H 0.95 -0.43 -2.77
H 1.88 -0.38 -1.21
H -0.18 -1.59 -1.01
H -1.57 -0.28 0.59
H -0.76 1.24 0.22
H 0.63 1.35 2.11
H 0.87 -0.01 3.20
H -0.77 0.41 2.78
H -2.06 -0.58 -1.62
H -1.11 -0.46 -2.98
C -3.94 2.66 0.55
C -3.03 1.52 0.05
C -3.77 0.27 -0.55
O -2.98 -0.76 -0.90
C -3.58 -2.04 -1.16
N -2.31 2.30 -1.00
H -4.58 2.30 1.36
H -4.53 3.21 -0.18
H -3.19 3.26 1.07
H -2.36 1.23 0.86
H -4.17 0.50 -1.54
H -4.67 0.01 0.01
H -4.08 -2.57 -0.35
H -2.84 -2.70 -1.61
H -4.40 -1.89 -1.85
H -1.75 1.65 -1.54
H -1.58 2.85 -0.59
```

The LUMO energy comes out at 0.0225 hartree. Its total charge is 0. The HOMO energy comes out at -8.35 eV. Its HOMO-LUMO gap is 8.96 eV.

Mulliken atomic charge list, values in e, 2 entries: atom 1 (C): -1.24, atom 2 (C): 1.09

Arrangement b

This record from the OMol25 dataset describes 4 unconnected molecules or ions with the total composition C16H44N4O4. The level of theory is ωB97M-V with the def2-TZVPD basis set.

The geometry in XYZ format:
```
68
C16H44N4O4 | the OMol25 dataset | ωB97M-V with the def2-TZVPD basis set
C -1.97 4.19 5.90
O -2.81 4.35 4.79
C -2.73 3.28 3.88
C -1.42 3.15 3.11
C -1.12 4.28 2.13
N -1.56 1.89 2.33
H -0.92 4.23 5.58
H -2.12 3.23 6.41
H -2.08 5.03 6.59
H -2.93 2.32 4.37
H -3.51 3.44 3.13
H -0.55 2.97 3.75
H -1.05 5.24 2.65
H -1.99 4.37 1.47
H -0.16 4.12 1.66
H -1.07 1.14 2.81
H -1.21 1.94 1.39
C 4.50 1.63 -1.37
O 3.81 1.55 -2.57
C 3.34 0.24 -2.84
C 2.37 0.25 -3.99
C 1.17 1.15 -3.79
N 1.96 -1.17 -4.23
H 3.92 1.28 -0.51
H 4.81 2.66 -1.15
H 5.45 1.07 -1.40
H 4.22 -0.39 -3.03
H 2.84 -0.14 -1.94
H 2.93 0.49 -4.89
H 0.71 1.40 -4.75
H 1.42 2.08 -3.28
H 0.41 0.71 -3.13
H 1.94 -1.33 -5.23
H 0.97 -1.29 -4.05
C -0.94 -5.20 -3.78
O -1.25 -3.86 -3.46
C -2.47 -3.65 -2.79
C -2.23 -2.95 -1.45
C -3.42 -3.02 -0.52
N -1.73 -1.59 -1.68
H 0.13 -5.25 -3.96
H -1.46 -5.54 -4.68
H -1.24 -5.89 -2.98
H -3.11 -2.95 -3.33
H -2.96 -4.61 -2.60
H -1.45 -3.54 -0.94
H -4.32 -2.50 -0.85
H -3.14 -2.64 0.47
H -3.68 -4.06 -0.31
H -1.48 -1.21 -0.77
H -0.87 -1.74 -2.18
C 0.97 -0.65 4.18
O 0.89 -0.11 2.89
C 0.82 -1.09 1.86
C 1.41 -0.56 0.57
C 0.86 0.81 0.17
N 1.18 -1.56 -0.48
H 1.11 0.20 4.84
H 1.73 -1.40 4.43
H 0.03 -1.14 4.48
H 1.45 -1.93 2.17
H -0.22 -1.38 1.69
H 2.49 -0.40 0.68
H 0.10 0.74 -0.62
H 1.61 1.50 -0.21
H 0.42 1.40 0.96
H 1.75 -2.36 -0.24
H 1.44 -1.25 -1.40
```

As for the SMILES: COC[C@H](C)N.COC[C@H](C)N.COC[C@H](C)N.COC[C@H](C)N. The LUMO energy comes out at 0.0252 hartree. Its total charge is 0. The HOMO energy comes out at -8.85 eV. Its HOMO-LUMO gap is 9.53 eV.

Mulliken atomic charge list, values in e, 2 entries: atom 1 (C): -0.68, atom 2 (O): -0.35

It comes down to arrangement b, which is 140.4 kcal/mol more stable than the next structure.

Arrangement a

This record from the OMol25 dataset describes 3 unconnected molecules or ions with the total composition C3H9NO3S. The level of theory is ωB97M-V with the def2-TZVPD basis set.

The geometry in XYZ format:
```
17
C3H9NO3S | the OMol25 dataset | ωB97M-V with the def2-TZVPD basis set
O -0.51 -0.42 -2.30
C 0.44 0.63 -1.34
O 1.08 1.67 -1.85
C 0.47 0.84 0.29
C -0.94 0.99 -0.14
S -1.48 0.28 2.81
N 0.90 -0.42 0.99
H 1.22 -0.20 -1.34
H 0.88 1.75 0.76
H -1.65 0.14 -0.32
H -1.41 1.80 0.38
H -1.00 1.56 2.94
H 0.83 -1.21 0.34
H 0.35 -0.38 1.87
H 0.61 -3.32 -0.60
H -0.29 -1.34 -1.79
O 0.53 -2.35 -0.70
```

The LUMO energy comes out at -0.1861 hartree. Its total charge is 0. The HOMO energy comes out at -9.35 eV. Its HOMO-LUMO gap is 4.29 eV.

Mulliken atomic charge list, values in e, 2 entries: atom 1 (O): -0.54, atom 2 (C): 0.04

Arrangement b

This record from the OMol25 dataset describes 2 unconnected molecules or ions with the total composition C3H9NO3S. The level of theory is ωB97M-V with the def2-TZVPD basis set.

The geometry in XYZ format:
```
17
C3H9NO3S | the OMol25 dataset | ωB97M-V with the def2-TZVPD basis set
C -0.19 -1.07 1.34
C -1.38 -2.29 -0.40
C -0.39 -1.20 -0.10
N 0.11 -0.30 -0.88
O 1.72 1.81 0.90
O 0.45 3.72 0.12
O 1.55 2.30 -1.54
S 0.70 2.08 -0.10
H -0.70 -0.05 1.69
H 0.89 -0.80 1.45
H -0.46 -1.87 1.96
H -2.28 -2.12 0.39
H -1.16 -3.37 -0.44
H -1.68 -2.01 -1.40
H -0.35 -0.38 -1.78
H 1.91 1.47 -1.70
H 1.27 4.10 0.48
```

The LUMO energy comes out at 0.0237 hartree. Its total charge is 0. The HOMO energy comes out at -9.71 eV. Its HOMO-LUMO gap is 10.36 eV.

Mulliken atomic charge list, values in e, 2 entries: atom 1 (C): -1.19, atom 2 (C): -1.06

It comes down to arrangement b, which is 256.4 kcal/mol more stable than the next structure.

Arrangement a

This record from the OMol25 dataset describes a molecular structure, ArH22O11. The level of theory is ωB97M-V with the def2-TZVPD basis set.

The geometry in XYZ format:
```
34
ArH22O11 | the OMol25 dataset | ωB97M-V with the def2-TZVPD basis set
Ar -0.16 0.73 -0.08
O -1.61 -1.98 2.33
H -2.05 -2.67 2.82
H -1.02 -2.45 1.74
O 2.56 -2.04 -0.30
H 3.23 -1.48 -0.69
H 2.46 -1.71 0.59
O 1.27 -0.06 -3.00
H 0.32 0.03 -2.94
H 1.61 0.78 -2.67
O 2.05 2.44 -1.82
H 2.33 3.04 -2.50
H 1.38 2.92 -1.33
O -0.45 -2.47 -1.28
H -0.35 -3.19 -1.91
H 0.29 -1.89 -1.45
O 0.52 0.34 3.12
H -0.12 -0.36 2.97
H 0.23 0.74 3.94
O -3.84 -0.45 2.12
H -3.69 0.32 1.56
H -2.98 -0.83 2.25
O 3.95 0.12 -1.30
H 3.45 0.92 -1.44
H 4.43 -0.01 -2.12
O 1.72 2.73 1.98
H 1.61 1.83 2.31
H 0.91 2.91 1.51
O -3.31 1.52 0.29
H -2.99 0.86 -0.33
H -4.05 1.92 -0.15
O -2.88 -0.88 -1.19
H -2.00 -1.23 -1.03
H -2.80 -0.43 -2.03
```

The LUMO energy comes out at -0.0049 hartree. Its total charge is 0. The HOMO energy comes out at -9.88 eV. Its HOMO-LUMO gap is 9.74 eV.

Mulliken atomic charge list, values in e, 2 entries: atom 1 (Ar): 0.00, atom 2 (O): -0.65

Arrangement b

This record from the OMol25 dataset describes a molecular structure, ArH22O11. The level of theory is ωB97M-V with the def2-TZVPD basis set.

The geometry in XYZ format:
```
34
ArH22O11 | the OMol25 dataset | ωB97M-V with the def2-TZVPD basis set
Ar -15.42 -15.32 4.86
O -15.19 -12.60 7.39
H -15.76 -12.37 8.12
H -15.72 -12.43 6.61
O -15.52 -18.10 7.01
H -14.64 -17.99 6.66
H -15.41 -18.11 7.96
O -14.63 -17.16 1.81
H -14.27 -17.08 0.93
H -15.45 -16.68 1.78
O -12.06 -15.77 6.70
H -12.19 -15.01 6.12
H -12.19 -16.53 6.13
O -17.20 -18.30 4.97
H -16.65 -18.11 5.74
H -18.09 -18.26 5.30
O -18.55 -13.89 5.53
H -19.03 -13.14 5.88
H -18.30 -14.40 6.30
O -14.57 -15.23 8.26
H -13.89 -15.51 7.65
H -14.81 -14.35 7.96
O -17.79 -15.25 7.82
H -17.84 -14.53 8.45
H -16.86 -15.42 7.72
O -16.51 -11.30 5.29
H -15.80 -10.66 5.16
H -16.55 -11.78 4.46
O -17.17 -16.10 2.37
H -17.21 -15.15 2.43
H -17.17 -16.40 3.28
O -12.15 -13.36 5.29
H -11.25 -13.33 4.97
H -12.67 -12.95 4.59
```

The LUMO energy comes out at -0.0053 hartree. Its total charge is 0. The HOMO energy comes out at -10.71 eV. Its HOMO-LUMO gap is 10.56 eV.

Mulliken atomic charge list, values in e, 2 entries: atom 1 (Ar): -0.03, atom 2 (O): -0.67

It comes down to arrangement b, which is 2.5 kcal/mol more stable than the next structure.

Arrangement a

This record from the OMol25 dataset describes C2H6Se in the gas phase. The level of theory is ωB97M-V with the def2-TZVPD basis set.

The geometry in XYZ format:
```
9
C2H6Se | the OMol25 dataset | ωB97M-V with the def2-TZVPD basis set
C 0.83 0.14 -0.64
C -0.08 -0.45 0.43
Se -1.87 -0.34 -0.20
H 0.76 -0.30 -1.56
H 0.34 1.12 -0.81
H 1.90 0.12 -0.29
H -0.06 0.29 1.50
H 0.20 -1.43 0.89
H -2.02 0.85 0.67
```

As for the SMILES: CC[SeH]. The LUMO energy comes out at 0.0265 hartree. Its total charge is 0. The HOMO energy comes out at -8.74 eV. Its HOMO-LUMO gap is 9.46 eV.

Mulliken atomic charge list, values in e, 2 entries: atom 1 (C): -0.91, atom 2 (C): -0.61

Arrangement b

This record from the OMol25 dataset describes 2 unconnected molecules or ions with the total composition C2H6Se. The level of theory is ωB97M-V with the def2-TZVPD basis set.

The geometry in XYZ format:
```
9
C2H6Se | the OMol25 dataset | ωB97M-V with the def2-TZVPD basis set
C 0.16 0.47 -1.46
C 0.46 -0.31 1.40
Se -1.01 -0.94 2.19
H -0.05 1.61 -1.36
H -0.17 0.23 -0.40
H 1.22 0.32 -1.65
H 0.78 0.69 1.92
H -0.38 0.18 -2.29
H -1.00 -2.25 1.65
```

The LUMO energy comes out at -0.0157 hartree. Its total charge is 0. The HOMO energy comes out at -8.66 eV. Its HOMO-LUMO gap is 8.23 eV.

Mulliken atomic charge list, values in e, 2 entries: atom 1 (C): -0.69, atom 2 (C): -0.47

It comes down to arrangement a, which is 67.7 kcal/mol more stable than the next structure.